(1)
Below is a molecular structure, C4H10N2O2S, with properties calculated with ωB97M-V/def2-TZVPD.

Cartesian coordinates (Å):
C (0.468, -1.708, 0.787)
C (1.204, 0.334, -1.576)
C (0.492, -0.254, 0.751)
C (0.132, 0.625, -0.456)
N (-2.532, -0.493, 0.838)
N (0.060, 2.015, -0.028)
O (-0.408, -2.281, -0.175)
O (1.130, -2.327, 1.559)
S (-1.527, 0.028, 1.940)
H (2.222, 0.472, -1.210)
H (1.108, -0.635, -1.979)
H (1.123, 0.987, -2.432)
H (1.358, 0.039, 1.383)
H (-0.792, 0.272, -0.973)
H (-2.790, -1.409, 1.108)
H (-0.897, -1.646, -0.757)
H (-1.126, 1.148, 1.434)
H (-0.115, 2.589, -0.753)
H (0.890, 2.244, 0.540)

## Properties
energy above the lowest of the compared OMol25 structures with the same formula, charge and spin: 222.6 kJ/mol
total charge: 0
max |F|: 4.7 eV/Å
LUMO energy (spin up / spin down): -0.48 / -0.48 eV

---

(2)
Below is a single C4H10N2O2S molecule, with properties calculated with ωB97M-V/def2-TZVPD.

Cartesian coordinates (Å):
H (-2.341, 0.081, 1.638)
N (-1.551, 0.153, 2.266)
C (-0.538, 0.625, 1.670)
C (0.828, 0.926, 2.422)
O (-0.459, 1.107, 0.417)
S (0.063, 0.457, -0.871)
C (-1.433, 0.401, -2.064)
O (1.041, 1.325, -1.464)
N (0.492, -0.881, -0.201)
C (1.167, -1.869, -1.097)
H (0.849, 0.460, 3.384)
H (1.777, 0.596, 1.987)
H (1.029, 1.933, 2.691)
H (-1.239, 1.034, -2.846)
H (-1.281, -0.553, -2.474)
H (-2.334, 0.487, -1.598)
H (1.822, -1.330, -1.745)
H (1.716, -2.591, -0.515)
H (0.390, -2.362, -1.600)

## Properties
SMILES string: [H]/N=C(/C)O[S@@](C)(=O)=NC
energy above the lowest of the compared OMol25 structures with the same formula, charge and spin: 270.6 kJ/mol
total charge: 0
max |F|: 4.3 eV/Å
LUMO energy: 0.58 eV

---

(3)
Below is 2 unconnected molecules or ions with the total composition C4H10N2O4S, with properties calculated with ωB97M-V/def2-TZVPD.

Cartesian coordinates (Å):
C (0.383, -0.857, 0.856)
C (-0.590, -2.226, -1.051)
C (-1.700, -0.192, -0.603)
C (-0.636, -1.139, -0.329)
N (1.560, -1.423, 0.760)
N (-1.323, 1.044, -1.159)
O (1.782, 1.036, 0.004)
O (0.045, -0.367, 1.946)
O (0.606, 3.266, -0.089)
O (1.007, 2.240, 2.153)
S (0.529, 1.991, 0.591)
H (-1.363, -2.355, -1.880)
H (0.781, 1.458, 2.710)
H (0.151, -2.916, -0.870)
H (-2.566, -0.652, -1.174)
H (-2.103, -0.011, 0.342)
H (1.882, -1.823, -0.079)
H (2.337, -1.252, 1.458)
H (-2.128, 1.677, -1.059)
H (2.501, 1.511, -0.385)
H (-1.154, 0.990, -2.142)

## Properties
energy above the lowest of the compared OMol25 structures with the same formula, charge and spin: 88.5 kJ/mol
total charge: 0
max |F|: 3.3 eV/Å
LUMO energy: 0.59 eV

---

(4)
Below is a molecular structure, C4H10N2O4S2, with properties calculated with ωB97M-V/def2-TZVPD.

Cartesian coordinates (Å):
C (0.163, -0.770, -0.890)
C (-2.880, 0.096, -0.863)
C (-0.813, -0.877, 0.303)
C (-1.816, 0.322, 0.187)
N (0.830, 1.071, -1.038)
N (1.909, 1.172, 1.549)
O (1.223, -1.531, -1.100)
O (1.839, -1.537, 1.335)
O (3.113, -0.271, -0.274)
O (2.882, 2.279, -0.244)
S (2.462, -1.677, 0.080)
S (2.018, 1.201, -0.138)
H (-0.308, -0.658, -1.909)
H (-2.531, -0.031, -1.820)
H (-3.641, 0.855, -0.823)
H (-3.546, -0.690, -0.798)
H (-1.509, -1.682, 0.304)
H (-0.189, -0.822, 1.174)
H (-2.423, 0.593, 1.016)
H (-1.118, 1.221, 0.078)
H (2.814, 1.415, 1.869)
H (1.519, 0.320, 2.003)

## Properties
energy above the lowest of the compared OMol25 structures with the same formula, charge and spin: 227.8 kJ/mol
total charge: 0
max |F|: 3.5 eV/Å
LUMO energy: 0.31 eV

---

(5)
Below is a gas-phase ion, C4H10N2OS (charge -2), with properties calculated with ωB97M-V/def2-TZVPD.

Cartesian coordinates (Å):
N (-1.103, -0.759, -1.983)
C (0.115, -0.396, -1.231)
C (-0.274, 0.242, 0.154)
C (-0.922, 1.655, 0.145)
S (-2.634, 1.811, -0.713)
N (1.058, 0.271, 0.825)
C (1.571, -1.064, 1.543)
O (1.238, -1.312, 2.757)
H (-1.608, 0.025, -2.386)
H (-1.723, -1.267, -1.316)
H (0.714, 0.196, -1.904)
H (0.692, -1.312, -1.025)
H (-0.897, -0.427, 0.737)
H (-0.270, 2.370, -0.302)
H (-0.924, 1.890, 1.208)
H (1.122, 1.046, 1.455)
H (1.208, -1.955, 0.816)
H (2.637, -1.013, 1.220)

## Properties
SMILES string: NC[C@H](C[S-])NC[O-]
energy above the lowest of the compared OMol25 structures with the same formula, charge and spin: 87.9 kJ/mol
total charge: -2
max |F|: 3.0 eV/Å
LUMO energy: 6.05 eV

---

(6)
Below is a gas-phase ion, C4H10N3 (charge +1), with properties calculated with ωB97M-V/def2-TZVPD.

Cartesian coordinates (Å):
C (-0.839, 1.867, -1.650)
C (-1.157, 0.779, -0.976)
C (-0.158, -0.350, -0.755)
N (-0.758, -1.848, -0.838)
N (0.249, -0.315, 0.718)
C (1.359, 0.117, 1.287)
N (1.493, -0.091, 2.590)
H (-1.477, 2.645, -1.956)
H (0.015, 1.811, -2.372)
H (-1.965, 0.635, -0.223)
H (0.717, -0.188, -1.471)
H (-0.618, -2.124, -1.788)
H (-1.808, -1.828, -0.623)
H (-0.373, -1.110, 1.097)
H (2.151, 0.634, 0.790)
H (2.303, 0.158, 3.148)
H (0.867, -0.794, 3.022)

## Properties
SMILES string: C=C[C@H](N)/[NH+]=C/N
energy above the lowest of the compared OMol25 structures with the same formula, charge and spin: 206.1 kJ/mol
total charge: +1
max |F|: 3.6 eV/Å
LUMO energy: -3.73 eV

---

(7)
Below is a gas-phase ion, C4H10N3 (charge +1), with properties calculated with ωB97M-V/def2-TZVPD.

Cartesian coordinates (Å):
C (1.855, -0.640, -0.811)
C (1.434, 0.000, 0.502)
C (0.210, 0.874, 0.558)
N (0.079, 1.611, -0.611)
N (-1.132, 0.018, 0.540)
C (-2.127, -0.583, 0.473)
N (-3.246, -1.260, 0.330)
H (0.950, -0.909, -1.200)
H (2.743, -1.354, -0.637)
H (2.240, 0.045, -1.483)
H (2.254, 0.713, 0.868)
H (1.516, -0.805, 1.327)
H (0.108, 1.456, 1.434)
H (0.091, 2.615, -0.595)
H (0.400, 1.280, -1.465)
H (-4.100, -0.820, 0.241)
H (-3.276, -2.240, 0.530)

## Properties
SMILES string: CC[C@@H](N)N=C=[NH2+]
energy above the lowest of the compared OMol25 structures with the same formula, charge and spin: 235.4 kJ/mol
total charge: +1
max |F|: 4.3 eV/Å
LUMO energy: -3.14 eV

---

(8)
Below is a gas-phase ion, C4H10N3 (charge +1), with properties calculated with ωB97M-V/def2-TZVPD.

Cartesian coordinates (Å):
C (-1.794, 1.785, -0.080)
C (-0.644, 1.958, 0.818)
C (0.230, -0.032, -0.037)
C (0.994, -2.311, -0.229)
N (-1.799, 1.140, -1.228)
N (0.274, 0.962, 0.765)
N (1.563, -0.903, -0.131)
H (-2.729, 1.859, 0.517)
H (-0.542, 2.882, 1.448)
H (-0.455, -0.109, -0.786)
H (0.806, -2.759, 0.832)
H (-0.017, -2.086, -0.728)
H (1.651, -2.784, -0.997)
H (-2.762, 1.139, -1.461)
H (0.898, 0.851, 1.595)
H (2.129, -0.642, -0.937)
H (2.198, -0.951, 0.639)

## Properties
energy above the lowest of the compared OMol25 structures with the same formula, charge and spin: 508.8 kJ/mol
total charge: +1
max |F|: 5.5 eV/Å
LUMO energy (spin up / spin down): -3.89 / -3.90 eV